Entry 1:
206
Properties=species:S:1:pos:R:3:mulliken_charge:R:1 method="wB97M-V/def2-TZVPD" multiplicity=1 homo_lumo_gap_ha=0.0920 charge=+4
C -1.803 9.750 0.651 -0.9574
C -2.363 10.878 0.025 -0.4684
C -3.742 10.848 -0.580 -0.5927
C -3.391 11.035 -2.085 -0.7266
N -3.303 12.480 -2.600 -0.0822
C -2.789 12.445 -4.091 -0.5571
C -1.211 12.182 -3.863 -0.7181
C -0.849 12.692 -2.439 -0.4196
C -2.136 13.326 -1.928 -0.9097
C -4.582 13.262 -2.631 -0.9329
H -0.876 9.946 1.178 0.3792
H -1.877 9.178 -0.371 0.2525
H -2.691 9.234 1.350 0.2518
H -1.750 11.644 -0.062 0.4576
H -2.471 14.308 4.793 -0.1652
H -4.461 11.533 -0.059 0.2807
H -4.239 9.938 -0.386 0.4651
H -4.169 10.528 -2.517 0.4279
H -2.432 10.594 -2.362 0.4948
H -2.931 13.445 -4.391 0.4668
H -3.284 11.725 -4.767 0.3156
H -0.804 12.703 -4.891 0.3362
H -1.037 11.171 -3.948 0.4086
H -0.085 13.326 -2.554 0.5985
H -0.346 11.783 -1.755 0.1910
H -2.277 14.304 -2.268 0.5197
H -2.269 13.371 -0.859 0.5263
H -5.306 12.618 -3.181 0.3689
H -4.416 14.248 -3.119 0.4207
H -4.959 13.601 -1.683 0.3680
C 4.446 -0.361 -5.242 -1.2618
C 3.717 -1.648 -5.295 -0.1176
C 2.990 -1.821 -6.697 -0.3218
C 1.773 -0.859 -6.791 -0.4764
N 0.817 -1.241 -7.910 0.4388
C 1.562 -1.315 -9.235 -0.7897
C 0.552 -1.033 -10.308 -0.4860
C -0.678 -0.365 -9.605 -0.6391
C -0.204 -0.131 -8.230 -0.5278
C 0.143 -2.565 -7.538 -0.8969
H 5.130 -0.236 -6.091 0.3772
H 5.077 -0.229 -4.350 0.2964
H 3.820 0.544 -5.290 0.2682
H 2.982 -1.822 -4.511 0.0380
H 4.473 -2.382 -5.159 0.3886
H 2.598 -2.898 -6.750 0.3055
H 3.701 -1.612 -7.542 0.3407
H 2.065 0.158 -7.053 0.4593
H 1.211 -0.881 -5.895 -0.1601
H 2.022 -2.357 -9.309 0.3181
H 2.407 -0.645 -9.253 0.3818
H 0.260 -1.973 -10.828 0.2945
H 0.891 -0.371 -11.155 0.3284
H -1.547 -1.011 -9.522 0.2830
H -0.965 0.591 -10.111 0.3889
H -0.959 -0.086 -7.431 0.3095
H 0.433 0.800 -8.212 0.4597
H 0.122 -2.580 -6.465 0.3966
H 0.714 -3.381 -7.977 0.2504
H -0.902 -2.558 -7.944 0.3835
C 5.250 5.888 1.051 -1.3241
C 5.568 4.504 0.455 -0.3930
C 4.772 3.493 1.161 -0.1028
C 5.109 2.154 0.467 -1.4520
N 4.244 1.043 0.955 0.7450
C 4.807 -0.311 0.488 -0.2868
C 4.287 -0.514 -0.910 -0.4159
C 3.046 0.414 -0.976 -0.5983
C 2.927 1.179 0.366 -0.2570
C 4.224 0.975 2.494 -1.1311
H 4.205 6.181 1.002 0.3387
H 5.946 6.617 0.668 0.3936
H 5.437 5.757 2.127 0.3264
H 6.646 4.312 0.574 0.3074
H 5.397 4.491 -0.628 0.3381
H 3.676 3.652 1.138 0.3095
H 5.054 3.427 2.289 0.3523
H 6.138 1.939 0.785 0.4083
H 5.114 2.091 -0.636 0.4406
H 4.389 -1.070 1.208 -0.1872
H 5.897 -0.284 0.544 0.5314
H 3.961 -1.546 -1.138 0.5133
H 5.033 -0.229 -1.702 0.1144
H 2.158 -0.204 -1.080 0.1235
H 3.092 1.121 -1.780 0.3826
H 2.207 0.586 0.970 -0.2135
H 2.586 2.213 0.281 0.5067
H 4.058 -0.032 2.857 0.1571
H 3.377 1.541 2.829 0.5862
H 5.187 1.297 2.861 0.3421
C 4.249 -11.920 1.726 -1.1922
C 4.839 -10.516 1.679 -0.5772
C 5.462 -10.105 3.009 -0.5427
C 4.322 -10.099 4.099 -0.7212
N 4.836 -9.347 5.291 0.1631
C 3.887 -9.452 6.472 -0.6652
C 2.743 -8.467 6.174 -0.6678
C 3.515 -7.284 5.446 -0.6581
C 4.879 -7.871 5.009 -0.4495
C 6.140 -9.875 5.765 -1.1343
H 3.182 -12.047 2.116 0.2687
H 4.822 -12.610 2.322 0.3255
H 4.156 -12.420 0.771 0.3719
H 4.072 -9.731 1.435 0.2828
H 5.506 -10.536 0.853 0.3700
H 5.899 -9.045 2.990 0.3925
H 6.216 -10.800 3.396 0.4086
H 3.891 -11.085 4.414 0.3589
H 3.476 -9.544 3.805 0.4426
H 4.348 -9.207 7.435 0.4167
H 3.517 -10.462 6.566 0.3943
H 2.312 -8.073 7.087 0.3900
H 1.935 -8.881 5.591 0.3427
H 3.669 -6.518 6.175 0.3194
H 2.950 -6.846 4.644 0.3584
H 5.649 -7.394 5.540 0.4506
H 5.104 -7.699 3.950 0.2548
H 6.860 -9.860 4.977 0.3747
H 5.924 -10.868 6.060 0.4659
H 6.375 -9.348 6.693 0.4554
C -4.004 -4.202 -6.160 -1.2253
C -4.933 -3.050 -5.916 -0.6552
C -5.578 -3.071 -4.549 -0.9689
C -4.669 -3.173 -3.400 -0.5534
N -5.152 -2.459 -2.076 0.7214
C -4.006 -2.656 -1.083 -0.6228
C -4.737 -2.973 0.220 -0.5344
C -5.900 -3.871 -0.170 -0.7258
C -6.344 -3.188 -1.534 -0.3652
C -5.435 -0.976 -2.375 -0.7261
C -5.807 -0.081 -1.183 -0.4750
C -5.645 1.376 -1.688 -1.4956
H -4.617 -5.083 -6.429 0.3438
H -3.281 -4.506 -5.398 0.3260
H -3.429 -4.053 -7.084 0.3462
H -5.746 -3.159 -6.597 0.4360
H -4.518 -2.036 -6.076 0.3276
H -6.241 -3.955 -4.497 0.4698
H -6.323 -2.291 -4.329 0.4529
H -3.827 -2.506 -3.581 0.1130
H -4.307 -4.162 -3.099 0.6164
H -3.302 -1.780 -1.061 0.1650
H -3.295 -3.425 -1.350 0.4561
H -5.202 -2.103 0.681 0.1763
H -4.077 -3.308 1.039 0.5321
H -6.595 -3.794 0.696 0.3800
H -5.597 -4.948 -0.327 0.3241
H -7.004 -2.323 -1.287 0.2644
H -6.743 -3.868 -2.323 0.2704
H -6.296 -0.989 -3.074 0.3725
H -4.599 -0.560 -2.930 0.2352
H -5.100 -0.205 -0.413 0.4023
H -6.737 -0.252 -0.703 0.4947
H -4.674 1.502 -2.085 0.3599
H -5.674 2.096 -0.853 0.4096
H -6.402 1.544 -2.398 0.3999
C -4.504 0.841 8.615 -1.1971
C -3.907 1.897 7.650 -0.8300
C -2.948 1.492 6.556 0.1090
C -1.720 0.697 7.043 -1.3181
N -0.712 0.263 5.990 0.7877
C 0.390 -0.570 6.670 -0.3967
C 1.306 0.403 7.344 -0.7751
C 1.385 1.493 6.253 -0.3409
C -0.007 1.553 5.549 -0.5057
C -1.388 -0.411 4.756 -0.4756
C -2.198 -1.666 5.118 -0.0251
C -3.127 -2.189 4.020 -1.4257
H -5.266 1.362 9.212 0.3753
H -3.727 0.352 9.257 0.2829
H -5.048 0.022 8.202 0.3461
H -3.471 2.639 8.257 0.3881
H -4.719 2.426 7.145 0.4093
H -2.616 2.455 6.131 0.2687
H -3.546 0.889 5.820 0.1373
H -2.086 -0.170 7.569 0.3434
H -1.096 1.167 7.826 0.5381
H 0.798 -1.120 5.822 0.1482
H -0.092 -1.216 7.367 0.3647
H 2.194 -0.097 7.586 0.5367
H 0.781 0.752 8.240 0.3192
H 2.171 1.317 5.500 -0.0908
H 1.603 2.478 6.649 0.4635
H 0.052 1.538 4.464 0.3813
H -0.605 2.385 5.864 0.2764
H -0.452 -0.661 4.217 0.0941
H -2.003 0.302 4.243 0.3832
H -2.842 -1.520 5.990 0.1886
H -1.440 -2.471 5.362 0.2761
H -2.621 -2.235 3.055 0.2237
H -3.934 -1.475 3.968 0.3753
H -3.443 -3.194 4.281 0.4408
As 1.609 -2.437 2.512 2.0653
F 1.559 -0.703 2.925 -0.5287
F 1.385 -2.830 4.262 -0.5825
F 1.759 -4.102 2.147 -0.4424
F 1.880 -1.996 0.855 -0.4531
F 3.325 -2.346 2.807 -0.5674
F -0.059 -2.254 2.139 -0.4871
As -0.738 -1.046 -3.254 2.1085
F -1.024 -1.977 -1.807 -0.4715
F 0.945 -1.433 -3.280 -0.4874
F -0.489 -0.100 -4.750 -0.5402
F -2.470 -0.634 -3.227 -0.5961
F -0.308 0.439 -2.353 -0.5209
F -1.070 -2.429 -4.288 -0.5060

=====

Entry 2:
212
Properties=species:S:1:pos:R:3:mulliken_charge:R:1 method="wB97M-V/def2-TZVPD" smiles="CC1(C)CCCC(C)(C)N1O.CC1(C)CCCC(C)(C)N1O.CC1(C)CCCC(C)(C)N1O.CC1(C)CCCC(C)(C)N1O.CC1(C)CCCC(C)(C)N1O.CC1(C)CCCC(C)(C)N1O.NC(N)=O.NC(N)=O.NC(N)=O.NC(N)=O" multiplicity=1 homo_lumo_gap_ha=0.3143 charge=0 e_above_lowest_kj_mol=5.32
C -1.251 2.653 -5.991 -1.4697
C -1.594 3.604 -7.186 1.9845
C -0.624 3.248 -8.290 -2.0640
C -3.027 3.410 -7.769 -1.2168
C -4.059 4.137 -6.960 -0.2561
C -3.828 5.564 -6.690 -1.1159
C -2.363 5.798 -6.032 1.8124
C -1.916 7.254 -6.223 -1.9844
C -2.306 5.275 -4.579 -1.4469
N -1.378 5.050 -6.930 -0.1082
O -0.032 5.221 -6.388 -0.4473
H -2.075 2.292 -5.343 0.0307
H -0.743 1.772 -6.427 0.4824
H -0.514 3.092 -5.353 0.3657
H -0.741 2.195 -8.628 0.4141
H -0.590 3.905 -9.144 0.4502
H 0.365 3.255 -7.846 0.4142
H -3.054 3.831 -8.849 0.2969
H -3.162 2.332 -7.789 0.3937
H -5.092 4.117 -7.385 0.3865
H -4.133 3.607 -5.994 -0.0145
H -4.640 6.116 -6.189 0.3744
H -3.745 6.021 -7.695 0.3702
H -2.683 7.904 -5.838 0.4404
H -1.628 7.507 -7.247 0.4238
H -0.975 7.365 -5.635 0.3385
H -1.296 5.233 -4.080 0.4745
H -2.829 4.329 -4.484 -0.0934
H -2.947 5.915 -3.946 0.5723
H -0.014 4.844 -5.492 0.2150
C -4.765 -3.542 6.082 -1.6290
C -4.567 -4.269 4.715 1.5131
C -5.638 -5.463 4.586 -1.5303
C -4.848 -3.316 3.584 -1.6246
C -4.266 -3.860 2.224 0.0996
C -2.830 -4.239 2.320 -0.6018
C -2.611 -5.251 3.447 1.8093
C -3.192 -6.646 3.038 -1.7838
C -1.101 -5.463 3.628 -2.0369
N -3.155 -4.604 4.641 1.2039
O -2.759 -5.246 5.810 -0.6360
H -3.880 -2.909 6.133 0.2494
H -5.650 -2.934 5.898 0.4678
H -4.967 -4.199 6.945 0.3119
H -6.649 -5.062 4.801 0.4400
H -5.684 -5.914 3.590 0.3258
H -5.398 -6.273 5.305 0.3086
H -5.870 -3.174 3.427 0.6691
H -4.447 -2.323 3.752 0.1110
H -4.894 -4.727 1.885 0.4897
H -4.293 -3.078 1.469 -0.4874
H -2.159 -3.345 2.377 -0.7839
H -2.466 -4.717 1.430 0.9088
H -2.444 -7.191 2.407 0.4524
H -4.074 -6.429 2.477 0.4362
H -3.443 -7.304 3.874 0.2501
H -0.775 -4.762 4.377 0.1108
H -0.503 -5.301 2.698 0.3603
H -0.818 -6.473 3.883 0.4844
H -3.300 -6.066 5.914 0.3275
C -0.187 -1.567 1.458 -0.9925
C 0.907 -1.528 0.403 1.7328
C 1.319 -2.980 0.111 -0.9752
C 0.314 -0.995 -0.877 0.9439
C 1.225 -0.573 -1.985 -1.8856
C 2.310 0.283 -1.487 -0.9171
C 3.066 -0.403 -0.291 1.8638
C 4.004 -1.557 -0.730 -1.5683
C 4.030 0.629 0.379 -1.8371
N 2.071 -0.722 0.791 1.3314
O 2.739 -1.404 1.867 0.7199
H -1.046 -2.182 1.054 0.2990
H 0.068 -2.050 2.393 0.3189
H -0.523 -0.553 1.716 -0.0603
H 0.341 -3.521 0.222 0.5953
H 1.658 -3.197 -0.886 0.4586
H 2.036 -3.417 0.778 -0.8434
H -0.313 -1.869 -1.233 0.7748
H -0.303 -0.059 -0.653 -1.9427
H 1.629 -1.480 -2.481 0.4115
H 0.635 -0.093 -2.776 0.5836
H 1.976 1.289 -1.208 0.4506
H 3.027 0.435 -2.244 0.0389
H 3.488 -2.258 -1.471 0.3206
H 4.344 -2.080 0.107 -0.0061
H 4.791 -1.131 -1.338 0.5401
H 3.563 1.572 0.718 0.0471
H 4.858 0.802 -0.302 0.5920
H 4.486 0.177 1.258 0.2540
H 2.918 -2.307 1.614 -0.6032
C 2.441 -5.419 4.943 -1.5897
C 3.861 -4.754 4.781 1.7569
C 3.681 -3.325 5.196 -1.2936
C 4.696 -5.463 5.822 -1.1259
C 6.153 -5.188 5.750 -0.9088
C 6.734 -5.329 4.320 -1.2295
C 5.826 -4.821 3.126 1.8557
C 6.075 -3.316 3.015 -1.7297
C 6.278 -5.532 1.827 -1.8960
N 4.320 -5.044 3.409 -0.4014
O 3.449 -4.260 2.534 -0.2062
H 1.746 -4.830 4.285 -0.0396
H 2.392 -6.503 4.696 0.4954
H 2.184 -5.361 5.997 0.4166
H 3.534 -3.312 6.295 0.4448
H 4.508 -2.734 4.881 0.1899
H 2.796 -2.921 4.717 0.0151
H 4.254 -5.204 6.821 0.4284
H 4.543 -6.559 5.647 0.3612
H 6.425 -4.212 6.070 0.3859
H 6.749 -5.830 6.412 0.4380
H 6.807 -6.429 4.146 0.4113
H 7.705 -4.876 4.265 0.3924
H 5.266 -2.870 2.498 0.0917
H 7.115 -3.131 2.677 0.5392
H 6.108 -2.752 3.977 0.3154
H 7.361 -5.338 1.839 0.4054
H 5.960 -5.121 0.935 0.4681
H 6.067 -6.583 1.775 0.4374
H 3.124 -4.880 1.819 0.2310
C 6.088 5.564 -5.832 -1.9679
C 5.290 4.662 -4.882 1.9489
C 3.953 5.366 -4.584 -1.9854
C 5.059 3.323 -5.574 -1.4032
C 4.618 2.192 -4.586 -0.4542
C 5.308 2.164 -3.241 0.0611
C 5.681 3.516 -2.544 1.7812
C 4.544 4.150 -1.718 -1.6466
C 6.761 3.250 -1.559 -1.9729
N 6.160 4.433 -3.662 0.0014
O 6.462 5.708 -3.136 -0.4731
H 5.786 5.513 -6.901 0.3879
H 5.920 6.595 -5.507 0.3905
H 7.174 5.263 -5.807 0.4393
H 3.593 5.842 -5.495 0.5641
H 3.203 4.735 -4.091 0.1406
H 4.085 6.164 -3.871 0.4619
H 4.373 3.443 -6.412 0.3765
H 6.061 3.106 -6.022 0.3710
H 3.499 2.202 -4.482 0.1656
H 4.899 1.265 -5.059 0.5843
H 6.258 1.702 -3.320 0.5553
H 4.715 1.636 -2.547 -0.9528
H 4.975 5.094 -1.395 0.5097
H 4.399 3.680 -0.766 0.4675
H 3.717 4.369 -2.386 0.1997
H 6.802 4.095 -0.881 0.4845
H 7.780 3.196 -1.962 0.4057
H 6.415 2.417 -1.053 0.3938
H 7.402 5.831 -3.106 0.3334
C -6.185 2.238 0.188 -1.7274
C -6.465 0.690 0.261 1.7654
C -6.776 0.381 1.666 -2.0827
C -7.611 0.296 -0.682 -1.0694
C -7.170 0.265 -2.144 -0.6700
C -6.013 -0.611 -2.353 -1.2081
C -4.757 -0.174 -1.475 2.0108
C -3.645 -1.276 -1.455 -2.0430
C -4.269 1.194 -2.032 -2.1763
N -5.326 -0.154 -0.078 -0.2462
O -4.146 0.237 0.704 1.0951
H -6.939 2.725 0.733 0.6491
H -5.218 2.481 0.669 0.0521
H -6.170 2.493 -0.845 0.4366
H -6.737 -0.726 1.811 0.3461
H -6.108 0.732 2.437 0.2727
H -7.760 0.763 1.951 0.4479
H -8.157 -0.615 -0.346 0.3501
H -8.360 1.134 -0.623 0.3062
H -7.929 -0.186 -2.713 0.4802
H -6.968 1.297 -2.385 0.3470
H -5.681 -0.710 -3.375 0.3671
H -6.317 -1.618 -2.039 0.4167
H -3.410 -1.647 -2.433 0.6103
H -4.075 -1.993 -0.721 0.1718
H -2.682 -0.887 -0.995 0.3501
H -5.078 1.853 -2.411 0.1196
H -3.573 0.942 -2.787 0.7374
H -3.668 1.772 -1.413 0.2047
H -4.112 1.200 0.600 -0.4607
N -1.070 2.373 -0.452 0.9405
C -1.120 3.667 -0.749 -0.0804
N -1.565 4.543 0.208 -0.3152
O -0.820 4.108 -1.822 -0.5676
H -1.484 1.901 0.332 -0.3226
H -0.816 1.821 -1.258 -0.2027
H -1.800 5.483 -0.117 0.2407
H -2.077 4.141 0.942 0.3347
N 0.514 -0.370 5.930 -0.5249
C -0.782 -0.763 5.633 0.5376
N -0.973 -2.093 5.530 -0.1872
O -1.638 0.080 5.506 -0.8086
H 1.279 -0.979 5.591 0.2858
H 0.627 0.624 5.879 0.2415
H -0.259 -2.725 5.862 0.1406
H -1.875 -2.575 5.287 -0.0856
N 2.191 0.959 3.572 -0.0974
C 1.504 2.113 3.635 0.3553
N 1.077 2.574 2.354 -0.1612
O 1.232 2.716 4.665 -0.7210
H 2.788 0.709 4.341 0.2919
H 2.336 0.496 2.720 -0.1857
H 1.088 1.825 1.626 0.0172
H 0.370 3.312 2.209 0.1900
N -3.195 0.826 3.288 0.1038
C -2.806 2.133 3.011 0.2556
N -2.351 2.902 4.021 -0.3553
O -2.863 2.691 1.875 -0.6537
H -2.848 0.430 4.136 0.2907
H -3.563 0.173 2.605 0.0239
H -2.095 2.438 4.863 0.2048
H -1.959 3.766 3.746 0.2496

=====

Number 1: lowest unoccupied orbital energy -8.32 eV, calculated total energy -8283.8322 Ha, strongest force on any atom 4.5 eV/Å. Number 2: lowest unoccupied orbital energy 0.22 eV, calculated total energy -3806.7221 Ha, strongest force on any atom 3.8 eV/Å.